Computed, not measured: the molecule C20H22N4O3 in a non-equilibrium geometry, with wB97M-V/def2-TZVPD.

The geometry in XYZ format:
```
49
Properties=species:S:1:pos:R:3:forces:R:3
N -4.304611 1.538738 -3.175799 -0.2 -1.7 0.9
C -4.133374 2.272922 -1.917501 -0.1 0.5 -0.2
C -3.935527 1.375147 -0.655777 -0.5 0.9 -0.7
C -3.583102 2.351453 0.509922 2.7 -0.8 -0.8
C -3.103093 1.619087 1.756023 -0.6 -0.4 0.4
C -2.058484 0.561396 1.417850 1.7 0.4 1.1
N -1.619468 -0.156879 2.687694 1.2 0.8 -0.4
C -0.300679 -0.028777 3.152662 -0.4 -0.5 1.1
C 0.104471 -0.066244 4.570478 -0.2 -0.5 -1.7
N 1.366670 -0.073910 5.024847 -0.2 0.3 -3.4
C 2.260056 0.009334 3.978276 0.5 -0.2 0.1
C 1.856110 0.027068 2.571345 1.8 1.0 3.6
C 2.866390 0.056303 1.527128 2.2 0.8 0.8
C 2.632755 -0.701912 0.412423 2.9 -0.1 -4.2
C 3.614193 -0.838285 -0.649960 -0.2 -0.5 0.2
C 4.897173 -0.282754 -0.445943 -1.2 -0.9 -0.8
O 6.022902 -0.454791 -1.296049 -1.3 0.1 1.4
C 7.024510 0.152067 -0.607699 -0.6 1.4 2.7
C 8.416300 0.164469 -1.041655 2.2 1.8 0.7
O 9.196577 0.949499 -0.512466 -1.1 -1.4 -0.9
O 8.837866 -0.672384 -2.005578 0.0 0.5 0.5
C 6.602278 0.731687 0.595723 -1.2 -1.0 -2.2
C 5.180809 0.459977 0.684101 -1.3 0.2 1.4
C 4.102592 0.702268 1.692642 2.0 -1.1 -2.4
N 0.610856 0.039640 2.199211 -1.0 -0.1 -0.1
C -2.396308 -0.408687 0.320221 -1.4 -0.4 -0.1
C -2.957297 0.215102 -0.950466 -0.3 0.6 0.5
H -3.564806 0.818581 -3.255832 -0.7 0.8 -0.1
H -4.240987 2.155114 -3.953841 0.1 0.4 -0.6
H -3.180081 2.810313 -2.055510 -0.3 0.5 0.7
H -5.016832 3.009438 -1.800640 1.5 -1.1 0.0
H -4.881346 0.879260 -0.410870 -0.1 0.2 0.1
H -4.395911 2.915563 0.803710 -2.1 1.1 0.2
H -2.821806 3.133942 0.200421 -0.5 -1.1 0.1
H -2.692141 2.287749 2.530190 0.0 0.0 -0.5
H -4.006476 1.208234 2.248910 0.4 -0.4 -0.2
H -1.171166 1.143640 1.050521 -0.5 -0.6 0.6
H -2.299484 -0.394759 3.383156 -0.4 0.3 0.0
H -0.664544 -0.262277 5.274950 -0.6 0.2 0.7
H 3.358304 -0.003172 4.299401 -1.7 0.0 -0.8
H 1.687172 -1.062844 0.159195 -1.4 -0.8 0.2
H 3.459572 -1.439153 -1.611049 -0.2 0.9 1.7
H 8.115143 -1.258314 -2.194601 -0.6 -0.7 -0.5
H 7.108188 1.284561 1.330876 1.1 0.4 0.4
H 4.371893 1.362073 2.497569 -0.3 0.0 0.4
H -1.599283 -1.081708 0.071932 0.8 -0.1 0.1
H -3.182108 -1.064247 0.669224 -0.4 -0.3 0.5
H -2.176414 0.491974 -1.622694 1.0 0.8 -0.3
H -3.477780 -0.545831 -1.526996 -0.3 -0.2 0.1
```
Forces are in eV/Å.

Computed properties:
Energy above the lowest of the compared OMol25 structures with the same formula, charge and spin, kcal per mole: 99.5
LUMO, eV: -0.34
Calculated total energy, eV: -33198.4931
Multiplicity: 1
HOMO energy, eV: -8.3
SMILES: NC[C@H]1CC[C@H](Nc2cncc(-c3ccc4oc(C(=O)O)cc4c3)n2)CC1
Gap between HOMO and LUMO, eV: 7.9299

=====

Computed, not measured: the molecule C20H22N4O5 in a non-equilibrium geometry, with wB97M-V/def2-TZVPD.

The geometry in XYZ format:
```
51
Properties=species:S:1:pos:R:3:forces:R:3
C -5.251818 -3.840659 0.948181 -0.2 -0.1 0.2
O -4.316369 -3.163189 0.140043 0.0 0.2 -0.1
C -4.271492 -1.827002 0.153720 0.2 0.1 -0.2
C -5.083419 -1.016145 0.953716 0.0 -0.3 0.0
C -4.983605 0.358316 0.907201 0.2 0.2 -0.2
C -4.072981 0.987784 0.061006 -0.3 -0.3 0.0
C -4.033453 2.480881 0.025956 -0.1 -0.1 -0.1
O -5.046759 3.149293 0.094559 -0.1 0.0 0.1
N -2.815478 3.062209 -0.120097 0.1 0.6 -0.2
C -1.540904 2.472645 -0.045825 0.5 -0.2 0.2
C -1.234736 1.511276 0.910939 0.0 0.3 -0.1
C 0.011859 0.921427 0.940211 0.2 -0.1 0.0
C 1.006032 1.275607 0.020660 -0.4 0.2 0.0
N 2.231218 0.638992 -0.019310 0.3 -0.3 -0.1
C 3.456430 1.379247 -0.217058 0.2 0.0 -0.3
C 4.441358 0.536208 -1.037247 0.0 0.4 0.1
N 4.688047 -0.701560 -0.340292 -0.4 -0.1 -0.2
C 5.833836 -1.079300 0.280548 0.3 0.1 -0.1
C 7.052455 -0.209882 0.047594 0.0 -0.2 0.2
O 5.883270 -2.082129 0.965594 0.2 -0.2 0.2
C 3.468015 -1.446191 -0.113716 -0.2 -0.3 0.4
C 2.459325 -0.606550 0.679031 0.1 -0.2 -0.2
C 0.697511 2.278102 -0.907844 0.1 0.0 0.1
C -0.547634 2.866303 -0.936980 -0.2 -0.1 0.2
C -3.292826 0.204680 -0.771937 -0.1 -0.3 0.0
C -3.368706 -1.180992 -0.718299 -0.7 0.5 0.7
N -2.475054 -1.920894 -1.567948 0.4 -0.2 -0.4
O -2.266343 -3.087853 -1.324255 0.1 -0.2 0.0
O -1.950242 -1.310537 -2.479785 0.1 0.1 -0.3
H -5.097521 -4.897251 0.738075 0.0 0.1 0.0
H -6.278429 -3.563690 0.691295 0.0 0.0 0.0
H -5.073195 -3.652564 2.010795 0.0 0.0 0.0
H -5.799391 -1.465637 1.622217 0.0 -0.1 0.0
H -5.617328 0.969430 1.531953 -0.1 0.0 0.0
H -2.845862 4.058898 -0.297038 -0.1 -0.2 0.1
H -1.975155 1.230894 1.644928 0.0 0.0 0.1
H 0.215829 0.192331 1.707810 0.0 -0.1 0.1
H 3.255413 2.320752 -0.724096 0.0 0.0 0.0
H 3.918480 1.604796 0.759218 0.0 0.1 -0.1
H 5.363675 1.089035 -1.199667 0.0 0.0 0.0
H 3.989958 0.304833 -2.009287 0.1 0.1 0.0
H 7.270861 -0.125865 -1.014341 0.0 0.1 -0.1
H 6.907226 0.783351 0.466873 0.0 0.1 0.0
H 7.895852 -0.679847 0.545947 0.0 0.0 0.0
H 3.724823 -2.351393 0.437879 -0.1 0.1 -0.1
H 3.033002 -1.715411 -1.081711 0.0 0.0 0.1
H 1.526945 -1.166237 0.742839 0.0 0.0 0.0
H 2.849693 -0.434003 1.694245 -0.1 0.0 0.0
H 1.428461 2.581344 -1.640838 0.1 0.0 -0.1
H -0.764984 3.624771 -1.674763 0.0 0.1 -0.1
H -2.605870 0.641366 -1.480690 0.0 0.0 0.0
```
Forces are in eV/Å.

Computed properties:
Energy above the lowest of the compared OMol25 structures with the same formula, charge and spin, kcal per mole: 115.1
LUMO, eV: -0.33
Calculated total energy, eV: -37292.5835
Multiplicity: 1
HOMO energy, eV: -7.8
SMILES: COc1ccc(C(=O)Nc2ccc(N3CCN(C(C)=O)CC3)cc2)cc1[N+](=O)[O-]
Gap between HOMO and LUMO, eV: 7.4465